A cluster of 9 separate species, CH20O9 in total in a non-equilibrium geometry, computed with ωB97M-V with the def2-TZVPD basis set.

```
30
Properties=species:S:1:pos:R:3:mulliken_charge:R:1
O -2.0240 1.2665 1.7283 -0.425
H -1.1210 1.1915 1.2613 0.253
H -1.7960 1.3465 2.7103 0.475
H -2.4230 2.0635 1.2173 0.482
C 0.1730 -0.7905 -0.1607 -1.963
O 0.3330 0.2025 0.8553 -0.489
H -0.5110 -0.4315 -0.9107 0.749
H -0.2000 -1.7385 0.0513 0.712
H 1.1380 -1.0375 -0.7157 0.505
O 1.5530 -1.1415 -3.3197 -0.600
H 1.0630 -0.3565 -3.3407 0.327
H 0.8210 -1.7135 -3.1367 0.300
O 1.0170 -2.1645 2.3803 -0.656
H 0.8240 -1.5025 1.7543 0.399
H 1.1340 -2.9845 2.0483 0.284
O -0.5400 2.1165 -0.8917 -0.766
H 0.1890 2.7895 -1.2997 0.349
H -0.1020 1.4255 -0.5777 0.345
O -0.7200 0.5625 -3.6297 -0.589
H -1.5360 0.4025 -3.9197 0.272
H -0.9310 0.8055 -2.7077 0.301
O 1.6580 0.7945 3.0263 -0.642
H 1.3480 0.7215 2.0773 0.330
H 0.9750 1.2675 3.4863 0.205
O -2.5440 -2.1595 1.2643 -0.648
H -1.7560 -1.5575 1.0353 0.329
H -2.7930 -1.7285 2.1133 0.296
O 2.6420 1.0225 -0.6767 -0.675
H 1.7870 0.8165 -0.3187 0.104
H 2.3410 0.5115 -1.4027 0.434
```

Values from the calculation:
- Highest occupied orbital energy: -9.7265 eV
- Lowest unoccupied orbital energy: -1.58 eV
- Total charge: 0
- 2S+1: 1
- E_tot: -727.0593 Ha
- Energy relative to the best compared isomer or geometry (same formula, charge and spin): 129.1 kcal/mol